A 2-piece molecular cluster, C6H14N2O2 overall at a distorted geometry. Source: OMol25; level of theory: ωB97M-V/def2-TZVPD.

XYZ file:
```
24
Properties=species:S:1:pos:R:3:forces:R:3
C 1.736 0.032 3.081 -0.6 -1.0 -3.7
C -0.939 2.254 1.671 0.0 1.8 -2.3
C 0.494 0.463 2.253 2.1 -1.0 2.6
O -0.260 -0.352 1.786 -0.7 -0.7 -1.0
N 0.294 1.769 2.291 -6.2 -2.7 -2.6
H 2.597 0.101 2.383 -0.2 0.0 0.7
H 0.928 2.350 2.580 4.3 3.9 2.1
H -1.400 1.390 1.060 0.7 1.6 1.2
H 1.844 0.572 3.948 0.4 1.4 1.9
H 1.549 -0.997 3.295 0.2 -0.7 0.3
H -1.702 2.746 2.349 1.0 -0.9 -0.4
H -0.583 3.106 0.934 -1.1 -1.6 1.2
C -2.004 -1.195 -1.457 -1.2 0.5 1.2
C 1.479 -0.215 -2.542 0.9 -0.1 1.5
C 0.182 -0.944 -2.519 -0.9 3.1 3.1
O -0.231 -1.577 -3.410 -0.9 -2.7 -3.3
N -0.690 -0.604 -1.462 1.4 0.3 -0.4
H -0.351 -0.315 -0.519 -0.2 -0.4 -1.3
H -2.438 -1.563 -2.404 1.2 -0.2 0.4
H 1.347 0.769 -3.046 0.2 -0.8 0.3
H -1.934 -1.935 -0.641 -1.0 -0.2 -0.6
H -2.749 -0.406 -1.194 0.5 -0.5 0.3
H 1.686 -0.034 -1.429 0.5 -0.1 -1.7
H 2.221 -0.879 -3.067 -0.5 1.0 0.7
```
Positions in Å, forces in eV/Å.

Calculated values
- E_LUMO (eV) = 0.58
- E (a.u.) = -496.9870
- SMILES = CNC(C)=O.CNC(C)=O
- orbital gap (eV) = 9.6
- largest force on an atom (eV/Å) = 7.30

Computed Mulliken charges, given in elementary charges: -1.27, -0.66, 0.83, -0.64, -0.11, 0.28, 0.11, 0.20, 0.42, 0.34, 0.27, 0.27, -0.89, -0.73, 0.56, -0.58, -0.12, 0.20, 0.33, 0.21, 0.29, 0.27, 0.16, 0.27


A 2-piece molecular cluster, C6H14N2O2 overall at a distorted geometry. Source: OMol25; level of theory: ωB97M-V/def2-TZVPD.

XYZ file:
```
24
Properties=species:S:1:pos:R:3:forces:R:3
C 1.519 2.364 -2.212 0.9 0.3 1.3
C 2.439 -0.094 0.478 0.6 -1.8 1.8
C 1.361 1.404 -1.013 -0.4 0.4 -2.2
O 0.290 0.833 -0.855 0.5 0.3 0.8
N 2.479 1.106 -0.302 2.7 0.2 -0.4
H 2.021 3.288 -1.809 -0.3 -0.7 -0.9
H 0.583 2.577 -2.713 -0.3 0.2 0.5
H 3.487 1.469 -0.474 -3.0 -0.5 -0.1
H 3.392 -0.736 0.543 -0.8 1.8 0.0
H 2.103 1.838 -2.973 0.4 0.3 0.2
H 2.026 0.120 1.489 0.6 -0.3 -0.4
H 1.801 -0.861 0.071 -0.8 0.2 -0.5
C -2.417 -0.494 2.526 1.8 2.2 0.1
C -1.516 -1.650 -0.864 0.5 -1.7 -1.1
C -2.143 -1.738 0.489 0.0 -0.2 -0.6
O -2.880 -2.628 0.917 0.7 0.8 -0.4
N -1.825 -0.641 1.195 -1.9 -1.9 2.5
H -1.221 0.055 0.922 1.5 1.3 -1.3
H -1.934 0.542 2.850 -1.3 -2.2 0.1
H -3.485 -0.362 2.365 -0.1 -0.2 0.7
H -0.770 -0.912 -0.988 0.2 1.2 0.2
H -2.145 -1.328 3.231 -0.4 0.9 -0.8
H -0.969 -2.523 -1.190 0.1 -1.0 0.7
H -2.198 -1.628 -1.685 -1.1 0.6 -0.3
```
Positions in Å, forces in eV/Å.

Calculated values
- E_LUMO (eV) = 0.50
- E (a.u.) = -496.9972
- SMILES = CNC(C)=O.CNC(C)=O
- orbital gap (eV) = 9.8
- largest force on an atom (eV/Å) = 3.73

Computed Mulliken charges, given in elementary charges: -1.12, -0.76, 0.57, -0.59, -0.19, 0.33, 0.30, 0.28, 0.32, 0.31, 0.25, 0.22, -0.86, -0.65, 0.66, -0.67, -0.10, 0.28, 0.28, 0.28, 0.03, 0.25, 0.31, 0.28


A 2-piece molecular cluster, C6H14N2O2 overall at a distorted geometry. Source: OMol25; level of theory: ωB97M-V/def2-TZVPD.

XYZ file:
```
24
Properties=species:S:1:pos:R:3:forces:R:3
C -0.823 0.253 -0.509 2.1 0.2 -0.1
C -1.298 -1.032 -1.177 0.3 -0.3 0.0
C -1.297 1.481 -1.280 0.2 0.4 0.0
C 0.973 0.442 -0.504 -3.1 2.3 -1.8
N 1.546 -0.329 -1.481 -0.2 -0.7 -0.2
N 1.426 1.593 -0.165 -1.1 -0.5 0.0
H -1.295 0.321 0.474 0.6 -0.1 0.2
H 2.553 -0.267 -1.553 -0.1 -0.1 0.1
H 1.165 -1.258 -1.588 0.2 0.1 -0.1
H 2.124 1.923 -0.829 0.7 -0.3 0.5
H -0.870 -1.166 -2.175 0.0 0.1 0.1
H -2.387 -1.032 -1.310 0.2 0.1 0.1
H -1.054 -1.917 -0.581 0.0 0.1 0.0
H -0.863 1.509 -2.284 -0.1 0.0 0.1
H -2.389 1.495 -1.369 0.1 -0.2 0.0
H -1.014 2.404 -0.764 0.1 -0.2 -0.1
C 0.102 0.160 2.711 -0.4 0.5 -0.5
C 0.295 -1.040 1.849 2.6 -1.5 0.1
O 1.560 -0.958 1.150 -1.9 -1.1 1.6
O -0.301 -2.090 1.851 0.1 1.2 -0.3
H 1.667 -1.853 0.773 0.0 0.3 0.2
H 0.586 -0.021 3.674 -0.2 -0.1 -0.1
H 0.561 1.041 2.261 0.0 -0.1 -0.1
H -0.968 0.340 2.826 0.1 -0.1 0.3
```
Positions in Å, forces in eV/Å.

Calculated values
- E_LUMO (eV) = 0.66
- E (a.u.) = -496.9640
- SMILES = [H]/N=C(\N)C(C)C.CC(=O)O
- orbital gap (eV) = 9.4
- largest force on an atom (eV/Å) = 4.27

Computed Mulliken charges, given in elementary charges: 1.18, -1.67, -1.71, 0.50, -0.53, -0.79, 0.04, 0.24, 0.20, 0.21, 0.41, 0.42, 0.33, 0.36, 0.44, 0.39, -1.00, 0.71, -0.48, -0.56, 0.35, 0.32, 0.34, 0.32


Result set for relative energy (zero: lowest compared OMol25 entry of this formula, charge and spin): 44.2; 37.8; 58.7 kcal/mol, one per record in the order listed.